Record 1
{"formula": "C23H19CuN5O4Se2", "method": "wB97M-V/def2-TZVPD", "elements": ["Se", "Se", "Cu", "O", "O", "O", "O", "N", "N", "N", "N", "N", "C", "C", "C", "C", "C", "C", "C", "C", "C", "C", "C", "C", "C", "C", "C", "C", "C", "C", "C", "C", "C", "C", "C", "H", "H", "H", "H", "H", "H", "H", "H", "H", "H", "H", "H", "H", "H", "H", "H", "H", "H", "H"], "xyz": [[-1.37, 1.71, -0.91], [-2.70, 2.39, 0.87], [0.79, -0.60, -0.84], [-1.29, -2.98, 1.90], [2.71, -2.00, 1.51], [1.10, -0.12, -4.85], [0.67, -1.90, 0.57], [-1.23, -1.08, -1.12], [2.53, 0.28, -0.35], [0.75, 0.33, -2.54], [-0.57, 0.94, 2.05], [5.94, 2.12, 1.15], [1.56, -2.39, 1.42], [-0.92, 1.99, 4.59], [2.46, 1.47, 0.26], [3.73, -0.30, -0.45], [-0.74, -4.75, 3.33], [3.56, 2.11, 0.78], [-2.11, -0.08, -1.07], [0.19, -5.55, 3.97], [-1.75, 2.38, 3.55], [-1.52, 1.82, 2.30], [1.56, -5.33, 3.79], [4.81, 1.51, 0.67], [1.04, -3.49, 2.30], [-3.03, -2.63, -1.35], [-0.33, -3.73, 2.49], [0.09, 1.08, 4.35], [0.23, 0.58, 3.06], [1.96, -4.29, 2.96], [-3.47, -0.29, -1.15], [0.93, 0.09, -3.69], [-3.94, -1.59, -1.29], [-1.69, -2.34, -1.26], [4.88, 0.28, 0.01], [3.76, -1.26, -0.94], [-3.35, -3.66, -1.46], [3.01, -4.08, 2.81], [-4.16, 0.54, -1.09], [-5.00, -1.78, -1.36], [6.79, 1.59, 1.22], [1.47, 1.92, 0.33], [0.76, 0.76, 5.13], [3.44, 3.07, 1.27], [-0.15, -6.35, 4.62], [-1.06, 2.41, 5.58], [1.01, -0.13, 2.83], [5.83, -0.24, -0.11], [2.29, -5.95, 4.29], [-0.82, -2.37, 1.30], [-2.54, 3.10, 3.70], [-1.81, -4.91, 3.47], [-0.94, -3.11, -1.27], [5.85, 2.90, 1.78]], "e_tot_ev": -215134.37032, "e_homo_ev": [-8.2178, -8.2180], "multiplicity": 2, "gap_ev": [8.3, 8.0], "s_squared": 0.7527, "max_force_ev_per_a": 0.50, "total_charge": 0}

Record 2
{"formula": "C23H19F3N", "method": "wB97M-V/def2-TZVPD", "elements": ["F", "F", "F", "N", "C", "C", "C", "C", "C", "C", "C", "C", "C", "C", "C", "C", "C", "C", "C", "C", "C", "C", "C", "C", "C", "C", "C", "H", "H", "H", "H", "H", "H", "H", "H", "H", "H", "H", "H", "H", "H", "H", "H", "H", "H", "H"], "xyz": [[-3.35, -3.24, 3.04], [-2.30, -3.47, 4.96], [-1.34, -4.12, 3.08], [0.35, 4.43, -0.64], [4.13, 3.14, 3.22], [0.10, 2.19, -0.34], [-0.04, 0.92, -0.86], [-1.81, 0.53, 2.77], [0.63, 3.18, -1.21], [-0.27, 4.31, 0.54], [-0.32, 2.80, 0.96], [1.52, 2.46, 2.63], [-1.54, -1.76, 3.47], [-0.86, 5.56, 1.06], [0.34, -0.26, 3.44], [1.11, 1.61, -2.92], [-0.19, -1.51, 3.72], [3.12, 4.10, 3.29], [0.10, 2.19, 2.27], [2.51, 1.48, 2.54], [-2.11, -3.14, 3.63], [1.81, 3.76, 3.04], [1.12, 2.94, -2.48], [-0.41, 0.74, 2.75], [3.81, 1.83, 2.87], [-2.35, -0.71, 3.07], [0.50, 0.62, -2.12], [-1.69, 5.39, 1.76], [-3.41, -0.88, 2.93], [1.33, -0.08, 3.85], [-1.27, 6.13, 0.20], [0.46, -0.40, -2.50], [-1.41, 2.62, 1.13], [3.35, 5.12, 3.55], [-0.64, 0.18, -0.29], [1.58, 3.76, -3.06], [1.00, 4.46, 3.25], [0.45, -2.30, 4.09], [1.56, 1.34, -3.87], [-2.50, 1.35, 2.61], [2.28, 0.44, 2.35], [-0.09, 6.21, 1.53], [5.18, 3.42, 3.42], [4.57, 1.06, 2.84], [-0.54, 2.83, 2.92], [0.47, 5.31, -1.15]], "e_tot_ev": -33794.87567, "e_homo_ev": -12.1711, "gap_ev": 7.6, "max_force_ev_per_a": 3.32, "total_charge": 1}

Record 3
{"formula": "C23H19N3O2", "method": "wB97M-V/def2-TZVPD", "elements": ["O", "O", "N", "N", "N", "C", "C", "C", "C", "C", "C", "C", "C", "C", "C", "C", "C", "C", "C", "C", "C", "C", "C", "C", "C", "C", "C", "C", "H", "H", "H", "H", "H", "H", "H", "H", "H", "H", "H", "H", "H", "H", "H", "H", "H", "H", "H"], "xyz": [[-1.80, -1.92, 5.31], [-2.36, -3.29, 3.68], [1.14, 0.63, -0.85], [-2.07, -2.15, 4.11], [-1.03, 4.43, 1.15], [-2.11, -0.30, 0.89], [-2.07, -1.08, 3.19], [1.48, 2.09, 1.01], [1.59, -1.58, -1.22], [-1.66, 0.21, 3.59], [0.62, 0.65, -4.58], [-1.88, 1.95, -1.09], [1.84, -0.88, 1.08], [-1.08, 1.94, 0.24], [-2.28, -1.30, 1.81], [1.58, -0.57, -0.23], [1.06, -1.60, -3.74], [0.52, 1.79, -0.18], [-1.00, 3.31, 0.75], [1.06, 0.37, -2.25], [0.75, -0.74, -4.78], [2.00, -3.25, 0.43], [2.06, -2.23, 1.41], [-1.58, 0.97, 1.28], [1.27, -1.00, -2.47], [1.75, -2.95, -0.90], [0.77, 1.21, -3.30], [-1.46, 1.25, 2.67], [2.53, 1.69, 0.96], [0.61, -1.17, -5.80], [1.00, 1.72, 1.98], [1.65, -3.69, -1.67], [0.80, 2.58, -0.96], [2.28, -2.47, 2.45], [-2.39, 1.00, -1.29], [1.55, 3.18, 1.12], [-1.21, 2.23, 3.04], [-1.19, 2.20, -1.94], [-2.54, -2.30, 1.52], [1.91, -0.10, 1.83], [-1.46, 0.38, 4.65], [2.16, -4.29, 0.76], [-2.32, -0.53, -0.18], [0.38, 1.28, -5.44], [1.14, -2.68, -3.82], [-2.70, 2.72, -1.07], [0.69, 2.29, -3.13]], "e_tot_ev": -32720.84346, "e_homo_ev": -8.2494, "gap_ev": 7.0, "max_force_ev_per_a": 5.15, "total_charge": 0}

Record 4
{"formula": "C23H19N8O4PtSSe", "method": "wB97M-V/def2-TZVPD", "elements": ["Pt", "Se", "S", "O", "O", "O", "O", "N", "N", "N", "N", "N", "N", "N", "N", "C", "C", "C", "C", "C", "C", "C", "C", "C", "C", "C", "C", "C", "C", "C", "C", "C", "C", "C", "C", "C", "C", "C", "H", "H", "H", "H", "H", "H", "H", "H", "H", "H", "H", "H", "H", "H", "H", "H", "H", "H", "H"], "xyz": [[0.58, -0.72, 1.11], [0.74, 0.52, 3.12], [-2.21, -1.96, 1.98], [0.33, 0.00, -1.07], [0.36, -2.12, -0.53], [-1.12, -2.85, 2.31], [-3.13, -1.56, 3.00], [-5.32, -4.59, -2.35], [2.32, 2.76, -1.11], [-1.46, -0.66, 1.32], [3.61, 0.19, 3.94], [2.58, -0.74, 0.80], [-3.48, 0.42, 0.80], [-1.40, 1.58, 0.80], [0.91, 4.64, -1.53], [4.51, 0.51, 0.08], [3.26, 4.94, -1.13], [-3.39, 2.72, 0.20], [3.42, 3.54, -0.95], [2.52, 0.30, 3.58], [-4.07, 1.54, 0.42], [-4.59, -3.94, -1.35], [-5.23, -3.12, -0.42], [1.17, 3.35, -1.38], [0.26, -1.20, -1.40], [4.67, -1.83, 0.75], [5.26, -0.67, 0.30], [3.31, -1.86, 1.00], [-3.21, -4.16, -1.23], [-2.49, -3.56, -0.22], [-4.50, -2.52, 0.60], [5.14, 1.71, -0.32], [-2.02, 2.68, 0.41], [-2.15, 0.48, 0.97], [2.01, 5.43, -1.40], [-3.14, -2.73, 0.69], [4.69, 3.00, -0.65], [3.13, 0.38, 0.38], [-6.18, -4.12, -2.60], [5.26, -2.72, 0.91], [-4.78, -4.84, -3.16], [5.49, 3.73, -0.72], [2.78, -2.74, 1.35], [-5.15, 1.49, 0.29], [6.33, -0.65, 0.11], [4.10, 5.61, -1.03], [-6.29, -2.96, -0.49], [-2.71, -4.81, -1.94], [-3.89, 3.62, -0.13], [2.47, 1.22, 0.22], [-1.39, 3.55, 0.25], [-1.43, -3.72, -0.13], [0.12, -1.48, -2.45], [-4.98, -1.87, 1.31], [6.22, 1.63, -0.31], [1.85, 6.49, -1.53], [0.32, 2.67, -1.49]], "e_tot_ev": -123699.36349, "e_homo_ev": [-2.3713, -4.9298], "multiplicity": 3, "gap_ev": [4.8, 5.5], "s_squared": 2.0435, "max_force_ev_per_a": 0.05, "total_charge": -1}